Here is 7 unconnected molecules or ions with the total composition C23H56B4F16N3O4 in a non-equilibrium geometry from the OMol25 dataset. Energies are from the ωB97M-V functional and the def2-TZVPD basis.

charge	-1
F_max	3.88	eV Å⁻¹
Kohn-Sham gap	7.19	eV

Structure (XYZ):
```
106
C23H56B4F16N3O4 | the OMol25 dataset | the ωB97M-V functional and the def2-TZVPD basis
C -0.363 -0.961 -4.836
O -0.013 -0.098 -3.758
C 1.171 -0.430 -3.108
C 1.534 0.656 -2.067
N 0.383 1.087 -1.102
H -0.521 1.194 -1.541
H 0.137 0.380 -0.424
C 0.529 2.362 -0.319
C 0.207 3.563 -1.250
O -0.851 3.286 -2.164
C -1.336 4.348 -2.999
H 0.444 -1.172 -5.538
H -0.966 -0.437 -5.577
H -0.774 -1.930 -4.553
H 1.976 -0.386 -3.842
H 1.282 -1.461 -2.773
H 1.917 1.556 -2.549
H 2.308 0.314 -1.380
H 1.530 2.367 0.112
H -0.136 2.325 0.544
H 1.107 3.946 -1.730
H -0.172 4.325 -0.569
H -0.659 4.738 -3.759
H -1.787 5.204 -2.497
H -2.137 3.836 -3.533
C 5.903 -6.709 -6.405
O 4.704 -6.970 -5.676
C 4.939 -7.449 -4.367
C 3.603 -8.016 -3.758
N 2.398 -7.059 -4.098
H 2.140 -7.052 -5.074
H 1.582 -7.452 -3.651
C 2.594 -5.661 -3.581
C 1.265 -4.913 -3.933
O 0.912 -4.757 -5.313
C 1.972 -4.405 -6.228
H 6.707 -7.425 -6.235
H 6.225 -5.751 -5.998
H 5.646 -6.623 -7.461
H 5.353 -6.759 -3.632
H 5.683 -8.245 -4.400
H 3.510 -8.194 -2.686
H 3.314 -8.962 -4.216
H 3.468 -5.299 -4.122
H 2.736 -5.664 -2.500
H 1.261 -3.966 -3.394
H 0.400 -5.275 -3.377
H 2.876 -5.012 -6.168
H 2.266 -3.361 -6.118
H 1.525 -4.545 -7.212
C -4.650 4.767 7.908
C -4.811 5.172 6.432
C -3.934 4.348 5.552
C -4.534 2.957 5.310
N -3.793 2.177 4.278
C -4.083 2.810 2.923
C -3.762 1.644 1.916
C -4.221 0.341 2.650
C -4.521 0.810 4.069
C -2.273 2.094 4.456
C -1.742 1.603 5.816
C -0.194 1.877 5.947
H -5.005 3.745 8.043
H -5.232 5.509 8.454
H -3.589 4.833 8.150
H -4.523 6.215 6.564
H -5.856 5.006 6.171
H -2.906 4.238 5.897
H -3.792 4.957 4.659
H -5.582 3.058 5.028
H -4.429 2.375 6.226
H -3.349 3.598 2.750
H -5.136 3.084 2.848
H -2.678 1.554 1.847
H -4.207 1.736 0.925
H -3.412 -0.389 2.648
H -5.112 -0.091 2.194
H -4.218 0.036 4.774
H -5.602 0.851 4.208
H -1.875 3.074 4.190
H -1.897 1.408 3.698
H -1.974 0.544 5.931
H -2.345 2.075 6.592
H 0.088 1.464 6.916
H 0.032 2.943 5.964
H 0.397 1.384 5.175
B -1.069 -1.181 0.862
F -0.574 -0.022 1.507
F -2.303 -1.030 0.375
F -0.287 -1.514 -0.246
F -1.187 -2.179 1.751
B 4.197 -2.030 -2.517
F 3.262 -1.929 -1.491
F 5.430 -2.092 -2.009
F 3.907 -3.152 -3.236
F 4.222 -0.886 -3.306
B -0.165 4.923 3.350
F 1.060 4.679 3.931
F -0.464 3.873 2.482
F -1.150 5.107 4.244
F -0.023 6.116 2.645
B 4.397 2.939 -0.921
F 3.424 3.809 -0.650
F 4.159 2.276 -2.162
F 5.621 3.469 -0.924
F 4.472 1.929 0.022
```

=====

Here is a molecular structure, C23H56BN2O18P3S in a non-equilibrium geometry from the OMol25 dataset. Energies are from the ωB97M-V functional and the def2-TZVPD basis.

F_max	6.33	eV Å⁻¹
Kohn-Sham gap	10.31	eV

Structure (XYZ):
```
104
C23H56BN2O18P3S | the OMol25 dataset | the ωB97M-V functional and the def2-TZVPD basis
N -1.561 -1.169 3.537
B -2.029 -2.204 2.640
O -3.291 -2.271 2.127
C -0.985 -3.350 2.202
O -1.592 -4.670 1.975
S -1.210 -5.055 0.486
O -1.084 -6.438 0.214
O -2.114 -4.348 -0.364
O 0.232 -4.399 0.544
C -0.058 -3.018 1.023
C 1.317 -2.481 1.420
C 1.504 -0.949 1.303
C 0.464 -0.241 0.471
N 0.533 -0.424 -0.936
O -0.373 0.478 0.935
H -0.940 -0.539 3.028
H -2.348 -0.624 3.875
H -3.615 -1.367 2.020
H -0.421 -3.526 3.121
H -0.556 -2.593 0.156
H 2.075 -3.054 0.890
H 1.451 -2.733 2.472
H 2.465 -0.771 0.807
H 1.602 -0.480 2.281
H -0.080 -1.168 -1.251
H 1.478 -0.678 -1.207
O 2.048 4.315 -2.308
P 1.442 4.166 -3.649
O 0.761 5.610 -3.990
C 1.378 6.837 -3.609
C 2.202 7.434 -4.734
O 0.146 3.256 -3.337
C 0.044 2.561 -2.085
C -0.767 3.359 -1.086
O 1.437 3.615 -5.159
C 2.336 4.140 -6.142
C 3.789 4.055 -5.720
H 1.992 6.711 -2.716
H 0.569 7.523 -3.353
H 3.056 6.796 -4.976
H 2.588 8.412 -4.444
H 1.602 7.551 -5.637
H 1.032 2.322 -1.698
H -0.453 1.615 -2.289
H -0.407 4.385 -1.013
H -0.724 2.896 -0.101
H -1.811 3.407 -1.401
H 2.047 5.163 -6.392
H 2.182 3.545 -7.042
H 3.962 4.577 -4.773
H 4.432 4.501 -6.479
H 4.086 3.015 -5.580
O 7.784 0.170 -2.172
P 6.833 -0.787 -1.583
O 5.703 -1.125 -2.695
C 6.021 -1.196 -4.086
C 6.290 -2.619 -4.534
O 5.981 0.084 -0.524
C 6.385 1.401 -0.138
C 5.675 2.446 -0.972
O 6.648 -2.084 -0.663
C 7.091 -3.375 -1.107
C 8.555 -3.398 -1.493
H 6.869 -0.555 -4.331
H 5.154 -0.807 -4.621
H 7.188 -3.017 -4.057
H 6.442 -2.654 -5.614
H 5.454 -3.272 -4.280
H 7.467 1.513 -0.202
H 6.113 1.516 0.912
H 5.766 2.238 -2.038
H 6.076 3.441 -0.775
H 4.609 2.450 -0.738
H 6.452 -3.720 -1.923
H 6.923 -4.056 -0.273
H 8.774 -2.665 -2.276
H 8.835 -4.386 -1.860
H 9.181 -3.156 -0.634
O -6.370 -1.091 3.915
P -7.806 -1.412 4.027
O -8.030 -2.236 5.403
C -7.264 -1.960 6.575
C -7.986 -1.015 7.515
O -8.058 -2.557 2.922
C -7.068 -2.860 1.936
C -6.202 -4.023 2.369
O -9.303 -0.885 3.823
C -9.851 0.140 4.662
C -9.014 1.403 4.676
H -6.280 -1.564 6.320
H -7.108 -2.918 7.074
H -8.106 -0.028 7.063
H -7.419 -0.893 8.439
H -8.977 -1.396 7.764
H -6.463 -1.981 1.717
H -7.602 -3.117 1.020
H -5.810 -3.877 3.376
H -5.365 -4.150 1.683
H -6.783 -4.946 2.384
H -10.003 -0.255 5.669
H -10.839 0.363 4.262
H -7.987 1.200 4.997
H -9.446 2.137 5.356
H -8.964 1.840 3.678
```